2 unconnected molecules or ions with the total composition H2NO4PS at a distorted geometry, computed with ωB97M-V with the def2-TZVPD basis set.

- LUMO energy (spin up / spin down): 6.436 / 5.270 eV
- Net charge: -2
- Multiplicity: 3
- Kohn-Sham gap (spin up / spin down): 6.25 / 4.87 eV
- M: 143.06 g mol⁻¹

Last column: natural (NBO) charge in e.
Element x y z (Å)
N (2.328, 1.720, 1.706)  -0.66
O (-1.693, 0.786, -1.472)  -1.23
O (-2.831, -1.211, -0.444)  -1.22
O (-0.952, -1.551, -2.212)  -1.21
O (0.886, -1.407, 0.733)  -0.94
P (-1.658, -0.700, -1.201)  2.27
S (-0.226, -0.443, 0.572)  0.39
H (1.596, 0.971, 1.557)  0.33
H (2.550, 1.834, 0.761)  0.28

Atoms 1-3, force components in eV/Å:
-1.30 -1.21 1.67
0.06 0.32 -0.17
-1.02 -0.95 0.42